No. 1
Molecular formula: C21H55BBrN6O5P2
Method: DFT, ωB97M-V with the def2-TZVPD basis set

Results
- total charge = -1
- LUMO (eV) = 0.71
- E_HOMO (Eh) = -0.17670
- gap between HOMO and LUMO (eV) = 5.520

Atoms and positions in Å:
C 0.79626 0.87994 -0.65702
C 1.74575 0.69953 -1.93109
C 0.94269 -0.20447 -3.01544
C 3.23892 0.20680 -1.63270
C 3.54022 -0.27455 -0.13998
C 5.16451 -0.17002 0.04582
C 3.21756 -1.85240 0.05186
O 1.81577 -2.15473 -0.00987
B 1.41568 -3.19850 0.96006
O 0.00905 -3.63650 0.69334
C 2.34429 -4.56760 0.92108
C 2.30855 -5.35262 -0.47104
O 1.31382 -6.09849 -0.68069
Br 3.72973 -5.27399 -1.86419
H -0.09533 1.53270 -1.00184
H 1.36494 1.52284 0.10442
H 0.37536 -0.08472 -0.22686
H 1.83568 1.74640 -2.41981
H 0.63014 -1.21031 -2.58254
H 0.00929 0.41696 -3.29616
H 1.56951 -0.28190 -3.96350
H 3.42539 -0.70959 -2.31476
H 3.99171 0.99862 -1.99474
H 3.10845 0.37493 0.68619
H 5.62683 -1.20317 0.24811
H 5.38312 0.45521 0.99056
H 5.66981 0.36147 -0.82447
H 3.72659 -2.15650 1.03554
H 3.74108 -2.46732 -0.77897
H 1.41546 -2.75534 2.07063
H -0.00955 -3.75357 -0.28247
H 3.42351 -4.36323 1.28138
H 1.90012 -5.28855 1.69711
O -0.06902 3.02767 -5.49684
P 0.13265 4.35746 -4.75209
N -1.57404 4.56056 -4.58361
C -2.36588 5.76868 -4.72075
C -2.22667 3.60458 -3.68567
N 0.65133 5.19304 -6.17451
C 0.00481 6.35616 -6.75261
C 1.21629 4.39146 -7.26201
N 0.39760 5.86313 -3.84872
C 1.82630 6.27483 -3.85428
C 0.05459 5.76473 -2.41167
H -2.16442 6.51989 -3.94916
H -3.43718 5.54872 -4.66960
H -2.24609 6.23541 -5.69455
H -2.01821 3.82362 -2.63314
H -1.88578 2.58506 -3.88101
H -3.31224 3.58901 -3.81909
H -0.88425 6.07613 -7.32816
H 0.68468 6.87937 -7.43434
H -0.26290 7.10031 -6.00145
H 0.43206 3.89567 -7.84365
H 1.90005 3.63600 -6.87179
H 1.80617 5.01192 -7.94452
H 2.46359 5.49901 -3.41912
H 1.96309 7.20086 -3.28729
H 2.19809 6.48992 -4.85570
H 0.54146 4.90323 -1.94365
H -1.01887 5.68046 -2.24687
H 0.35407 6.66681 -1.87274
O -2.01696 -1.31297 5.28545
P -2.67553 -2.67105 5.58889
N -1.22550 -3.28648 6.29805
C -0.64332 -4.61033 6.17711
C -0.83541 -2.65564 7.55919
N -2.73596 -3.13340 3.92802
C -2.11132 -4.31576 3.35595
C -2.70495 -2.06501 2.92505
N -3.52320 -4.18652 5.96888
C -4.88050 -4.23342 5.36596
C -3.75972 -4.39120 7.41512
H -1.24619 -5.40246 6.63527
H 0.34269 -4.65497 6.65112
H -0.44424 -4.88306 5.14480
H -1.47113 -2.97729 8.39230
H -0.90800 -1.56721 7.49371
H 0.20371 -2.87198 7.82399
H -1.03875 -4.16652 3.20042
H -2.55118 -4.55583 2.38273
H -2.27520 -5.20848 3.96219
H -1.68999 -1.68390 2.77727
H -3.35617 -1.23899 3.21842
H -3.07893 -2.41922 1.95986
H -5.49826 -3.39986 5.71537
H -5.38254 -5.17295 5.61814
H -4.85795 -4.19931 4.27722
H -4.23938 -3.51726 7.86855
H -2.83905 -4.59583 7.96043
H -4.39328 -5.26412 7.59114


No. 2
Molecular formula: C5H10NO2
Method: DFT, ωB97M-V with the def2-TZVPD basis set

Results
- total charge = +1
- LUMO (eV) = -6.99
- ΔE to the lowest compared entry with this formula, charge and spin (kcal/mol) = 86.93
- E_HOMO (Eh) = -0.50215
- gap between HOMO and LUMO (eV) = 6.669

Atoms and positions in Å:
O -1.71027 0.29191 1.67816
C -1.02938 -0.89923 1.33021
O -1.82569 -2.00470 1.45524
C -0.53566 -0.86135 -0.08066
C 0.83492 -0.79760 -0.45271
C 1.01811 0.70343 -0.77345
C 0.82420 1.14652 -2.01601
N 1.20202 1.49434 0.34413
H -2.75874 -1.74475 1.38965
H -0.19778 -1.03463 2.01572
H -1.26565 -1.12404 -0.85482
H 1.51851 -1.12730 0.32866
H 1.02922 -1.38248 -1.35063
H 0.92636 2.20538 -2.24100
H 0.59118 0.46800 -2.82367
H 1.99894 1.26559 0.92467
H 1.11974 2.49362 0.19443
H -1.74003 0.90730 0.93207


No. 3
Molecular formula: C48H73BIrN9O4PS4
Method: DFT, ωB97M-V with the def2-TZVPD basis set

Results
- total charge = +1
- LUMO (eV) = -4.16
- ΔE to the lowest compared entry with this formula, charge and spin (kcal/mol) = 0.00
- E_HOMO (Eh) = -0.31588
- gap between HOMO and LUMO (eV) = 4.439

Atoms and positions in Å:
Ir -0.40444 0.77476 0.46367
C -6.66848 0.96777 0.14827
C -5.23332 0.43873 0.18764
C -5.19308 -1.02717 0.61501
C -4.63777 0.56847 -1.20782
N -4.49924 1.22239 1.25242
C -5.04359 1.30395 2.52177
C -4.21337 2.05020 3.27273
N -3.16007 2.43547 2.47786
B -2.03442 3.32430 3.06839
N -1.01288 2.50778 3.89210
C -0.34119 3.10017 4.93912
C 0.47788 2.17781 5.47870
N 0.32184 1.01241 4.74880
C -0.59870 1.23771 3.78548
S -1.15658 0.08317 2.60243
C 1.00031 -0.28765 5.07712
C -0.05687 -1.31269 5.48243
C 1.94964 -0.06373 6.25096
C 1.81970 -0.75254 3.87402
N -1.32456 4.19180 1.99413
C -1.83195 5.42462 1.67383
C -0.99502 5.99834 0.78379
N 0.02284 5.10234 0.54016
C -0.20677 3.99380 1.27734
S 0.77315 2.52269 1.31613
C 1.20874 5.40696 -0.34435
C 2.47106 5.33264 0.50943
C 1.06407 6.82153 -0.90116
C 1.23758 4.42519 -1.50761
C -3.34072 1.91566 1.25441
S -2.19525 2.08725 -0.06200
H -7.20389 0.47019 -0.65902
H -6.67993 2.04088 -0.04543
H -7.21402 0.77430 1.07068
H -5.73525 -1.63009 -0.11342
H -5.65295 -1.18259 1.59122
H -4.16018 -1.38033 0.65927
H -5.30771 0.03718 -1.88416
H -3.65219 0.11703 -1.28317
H -4.57755 1.60377 -1.54123
H -5.96703 0.82447 2.78433
H -4.28187 2.34335 4.30511
H -2.55644 4.09195 3.83172
H -0.51192 4.12601 5.21260
H 1.16284 2.26440 6.29863
H -0.55352 -1.00958 6.40532
H 0.42669 -2.27538 5.65292
H -0.80826 -1.44307 4.70552
H 1.42709 0.27014 7.14746
H 2.74082 0.64634 6.00587
H 2.41885 -1.01799 6.48528
H 1.19068 -1.05245 3.03975
H 2.43265 -1.60183 4.18153
H 2.48424 0.04398 3.53214
H -2.73189 5.80294 2.12437
H -1.04832 6.96210 0.31829
H 2.42507 6.04981 1.33041
H 3.33318 5.57776 -0.11069
H 2.62305 4.33500 0.92017
H 1.04253 7.57697 -0.11503
H 0.18098 6.92509 -1.53246
H 1.93539 7.02018 -1.52238
H 1.48726 3.42174 -1.17517
H 1.99169 4.74859 -2.22549
H 0.27324 4.40604 -2.01693
O 0.72261 -0.98336 0.29420
P 0.90769 -2.35224 -0.37707
C -0.19986 -3.59677 0.34276
C 0.34778 -4.22074 1.65006
C -0.77993 -4.70171 2.57772
C -1.96590 -5.21303 1.76705
C -2.59784 -4.06896 0.95757
C -1.57421 -2.97316 0.64146
C 0.63045 -2.14914 -2.16876
C 1.17895 -3.26089 -3.08698
C 0.21373 -4.42263 -3.31343
C -1.13200 -3.91337 -3.81799
C -1.73850 -2.93246 -2.81938
C -0.80489 -1.74570 -2.57088
C 2.67500 -2.78075 -0.25362
C 3.36811 -2.12180 0.95147
C 4.84382 -2.51183 0.93558
C 5.02957 -4.02646 1.15725
C 3.74824 -4.81778 0.87139
C 3.01922 -4.29380 -0.36515
H -0.32991 -4.36812 -0.41977
H 0.96581 -3.49134 2.18037
H 0.98752 -5.06782 1.40766
H -1.10713 -3.89240 3.23677
H -0.39296 -5.49327 3.22059
H -2.71164 -5.65975 2.42437
H -1.62390 -6.01006 1.10063
H -3.41820 -3.62477 1.52612
H -3.03025 -4.45722 0.03200
H -1.45106 -2.32363 1.50414
H -1.93289 -2.34711 -0.17861
H 1.26708 -1.26745 -2.31916
H 2.13908 -3.62868 -2.72448
H 1.37729 -2.79450 -4.05606
H 0.06905 -4.99040 -2.38808
H 0.65384 -5.11414 -4.03285
H -1.81449 -4.74604 -3.99268
H -0.98805 -3.41016 -4.77906
H -1.94477 -3.46413 -1.88683
H -2.69671 -2.55851 -3.18582
H -1.23383 -1.06699 -1.82355
H -0.73269 -1.16862 -3.49743
H 3.07639 -2.28581 -1.14609
H 2.90630 -2.44261 1.88764
H 3.24950 -1.03942 0.90243
H 5.39078 -1.94718 1.69103
H 5.26336 -2.22103 -0.03201
H 5.34059 -4.21901 2.18494
H 5.83420 -4.39329 0.51811
H 3.08684 -4.77967 1.73858
H 3.99396 -5.86956 0.71856
H 2.12657 -4.89262 -0.56027
H 3.66658 -4.44059 -1.23258
O 0.78943 3.83668 -9.07826
S 0.68051 2.46498 -8.62802
O -0.55373 2.14110 -7.93569
O 1.15639 1.45379 -9.54708
C 1.91665 2.40607 -7.30355
N 3.19796 2.70126 -7.58822
C 4.05590 2.68317 -6.58720
C 3.69379 2.37770 -5.27489
C 2.36005 2.07735 -5.09446
N 1.48347 2.08823 -6.08926
C 1.73875 1.74166 -3.78678
C 0.34859 1.79804 -3.69243
C -0.26348 1.49772 -2.50088
N 0.42576 1.13010 -1.40421
C 1.76573 1.05834 -1.49671
C 2.44866 1.35043 -2.65717
H 5.08523 2.92810 -6.83001
H 4.41588 2.39369 -4.46984
H -0.22504 2.05565 -4.57476
H -1.34111 1.51031 -2.41697
H 2.28426 0.73940 -0.60489
H 3.52622 1.25765 -2.67387


No. 4
Molecular formula: C15H32N4O6S
Method: DFT, ωB97M-V with the def2-TZVPD basis set

Results
- LUMO (eV) = -1.57
- ΔE to the lowest compared entry with this formula, charge and spin (kcal/mol) = 134.16
- E_HOMO (Eh) = -0.35597
- gap between HOMO and LUMO (eV) = 8.115

Atoms and positions in Å:
C 0.20475 4.87399 -3.23593
C -1.09298 3.90059 -2.82895
O -0.66625 2.49023 -2.76910
C -1.66591 1.60795 -3.45280
C -1.79902 0.27300 -2.45531
O -0.62815 -0.64159 -2.59482
C -0.21062 -0.87090 -1.16587
N -1.15808 -1.62259 -0.39620
N -0.81352 -1.78793 0.85265
C 0.44398 -1.19470 1.19127
C 0.86829 -1.37826 2.80558
S -0.71798 -1.60071 3.78243
O -0.48518 -1.98811 5.27956
O -1.50822 -0.23946 3.69331
N 1.41213 -0.48309 0.41406
N 1.06382 -0.30557 -0.83206
H 1.16679 4.60325 -2.59931
H 0.37689 4.72806 -4.40543
H -0.03842 6.01712 -3.09420
H -1.42858 4.28881 -1.75236
H -1.91644 4.13332 -3.62768
H -2.73890 2.12779 -3.38990
H -1.36127 1.32498 -4.54625
H -1.88588 0.73073 -1.35714
H -2.79361 -0.33679 -2.65468
H 1.64437 -2.24889 2.91874
H 1.35733 -0.35790 3.11329
H -1.58986 -2.58990 3.24483
C 3.38054 4.57987 4.53503
C 2.60062 3.32759 4.16840
O 3.25259 2.11971 4.55313
C 3.50671 1.95179 5.94589
C 2.24739 1.96293 6.79572
H 4.37786 4.55738 4.07858
H 2.85319 5.47396 4.18631
H 3.51811 4.67337 5.61400
H 2.48819 3.29065 3.08020
H 1.58791 3.35876 4.58135
H 4.22386 2.70364 6.29156
H 4.00089 0.97978 6.06029
H 1.71504 2.91430 6.72652
H 2.49655 1.79295 7.84751
H 1.55768 1.17759 6.46774
C -0.23388 -3.70936 -3.71118
C -1.52912 -3.33019 -4.41082
O -2.01005 -4.33597 -5.29916
C -2.30925 -5.60378 -4.71977
C -3.37893 -5.53888 -3.64283
H 0.54829 -3.93190 -4.44753
H 0.10800 -2.88993 -3.07028
H -0.35305 -4.59539 -3.08462
H -1.35170 -2.43560 -5.01614
H -2.30467 -3.06284 -3.68685
H -1.39405 -6.07042 -4.34066
H -2.66693 -6.24496 -5.53405
H -3.07301 -4.91660 -2.79875
H -3.59537 -6.54100 -3.26055
H -4.30287 -5.11089 -4.04677


No. 5
Molecular formula: C24H52N10O6P2S
Method: DFT, ωB97M-V with the def2-TZVPD basis set

Results
- LUMO (eV) = -1.33
- E_HOMO (Eh) = -0.28606
- gap between HOMO and LUMO (eV) = 6.454

Atoms and positions in Å:
N 3.05823 0.86743 1.23414
C 3.17150 0.57238 -0.03725
C 2.98565 0.25317 -1.63660
C 3.19185 1.60161 -2.60453
C 4.61794 1.30408 -3.42628
N 5.67624 0.97592 -4.10653
C 2.03311 1.72517 -3.75914
C 0.75756 2.69152 -3.34390
S 0.04237 2.14600 -1.70106
C -1.70862 2.75939 -1.44344
N -2.86290 1.80643 -1.72582
N -4.07482 2.43101 -1.44192
C -3.73167 3.85297 -0.95103
O -2.25929 4.03575 -0.95884
C 3.45690 2.97537 -1.74154
O 3.55425 4.20338 -2.54519
C 4.52410 5.16162 -1.99318
O 4.15784 5.74591 -0.69439
C 2.78361 6.26844 -0.67783
C 2.35100 7.14188 -1.99515
O 1.37450 6.32257 -2.75114
H 1.89552 -0.18790 -1.82301
H 3.75229 -0.57865 -1.95245
H 2.52589 2.02731 -4.77708
H 1.57893 0.63119 -3.89032
H 1.11722 3.80467 -3.39018
H -0.03438 2.56354 -4.22724
H -4.55939 4.62710 -0.59756
H 2.65352 3.18272 -0.90125
H 4.48873 2.81653 -1.16865
H 5.55919 4.59926 -1.82532
H 4.76074 5.99497 -2.80897
H 2.01892 5.39597 -0.40644
H 2.72239 7.01738 0.24988
H 3.23801 7.55210 -2.63834
H 1.73286 8.08231 -1.59696
H 0.69503 6.89267 -3.21750
C 4.85494 -1.21368 3.84431
N 3.54103 -1.61772 4.35652
C 2.65392 -0.45683 4.24735
P 3.20729 -2.55303 5.75460
O 2.05768 -3.31413 5.05006
N 4.17525 -4.04038 5.77048
C 5.23512 -4.34007 4.80348
C 3.35252 -5.28634 5.77697
N 4.52893 -1.67804 6.56457
C 5.92140 -2.06585 6.75364
C 4.01242 -1.32873 7.90599
H 5.32017 -0.43737 4.45317
H 4.74658 -0.82219 2.82287
H 5.54194 -2.05154 3.75349
H 2.87539 0.28683 5.01848
H 1.60174 -0.76543 4.37115
H 2.71975 0.02105 3.26702
H 4.91135 -4.20963 3.76989
H 5.58787 -5.37081 4.90670
H 6.14756 -3.76758 4.97379
H 2.96340 -5.51064 4.77834
H 2.50832 -5.21258 6.47592
H 3.94140 -6.15321 6.09955
H 6.03565 -3.02862 7.26138
H 6.45084 -1.32209 7.36432
H 6.48233 -2.05528 5.81925
H 3.87870 -2.23962 8.51154
H 3.04619 -0.83163 7.82282
H 4.67795 -0.64825 8.44516
C -4.61301 -0.93269 -3.05112
N -5.95240 -0.54781 -3.50925
C -6.13294 0.87028 -3.18839
P -7.40957 -1.43605 -3.34046
O -7.89745 -1.02840 -4.75221
N -7.20371 -3.10757 -3.89998
C -5.91695 -3.68860 -4.29353
C -8.10687 -3.47231 -5.03162
N -6.84869 -1.90471 -1.71745
C -6.16939 -3.11946 -1.28379
C -8.02185 -1.74909 -0.82994
H -4.50700 -0.86678 -1.96750
H -3.86437 -0.26782 -3.50478
H -4.33408 -1.93281 -3.37391
H -6.31005 1.01660 -2.11883
H -7.00252 1.27849 -3.73140
H -5.27305 1.47337 -3.48941
H -5.37661 -3.06871 -5.01040
H -6.04862 -4.67456 -4.74966
H -5.26883 -3.91316 -3.44571
H -7.73495 -3.07343 -5.98114
H -9.12925 -3.10417 -4.87086
H -8.18799 -4.55995 -5.14449
H -6.72020 -4.03264 -1.52975
H -6.03144 -3.11781 -0.19412
H -5.14694 -3.17514 -1.65705
H -8.78975 -2.49917 -1.07892
H -8.46166 -0.75957 -0.95253
H -7.76227 -1.85607 0.22735